1.
Computed, not measured: a cluster of 2 separate species, C4H6F2 in total in a non-equilibrium geometry, with ωB97M-V with the def2-TZVPD basis set.

Geometry (Å):
1 C -0.545 0.262 -1.373
2 C 1.926 0.792 1.974
3 C 0.948 0.517 1.138
4 C -1.573 -0.762 -1.287
5 F 2.937 1.557 1.636
6 F 0.198 -0.626 1.596
7 H -0.805 1.325 -1.494
8 H 1.954 0.147 2.829
9 H 0.503 0.009 -1.146
10 H -1.395 -1.484 -2.198
11 H -2.602 -0.361 -1.354
12 H -1.547 -1.376 -0.321

Atoms 1-3, force components in eV/Å:
C 1.1 1.0 1.1
C -0.6 -0.8 -1.3
C -1.9 -2.7 0.9

Results
Frontier orbital gap (spin up / spin down)   0.3616 / 0.2435 Eh
Total charge   0
E_HOMO (spin up / spin down)   -9.84 / -8.35 eV
Strongest force on any atom   3.5 eV Å⁻¹

2.
Computed, not measured: a structure of composition C4H7N3, with ωB97M-V with the def2-TZVPD basis set.

Geometry (Å):
1 N 0.438 1.279 -2.184
2 C 0.141 0.601 -0.979
3 C -0.835 0.822 -0.041
4 C -0.464 -0.159 0.969
5 N -1.244 -0.572 2.078
6 C 0.712 -0.924 0.559
7 N 1.043 -0.426 -0.640
8 H 0.214 0.712 -2.997
9 H -0.151 2.104 -2.218
10 H 0.621 0.241 1.400
11 H -1.654 -1.484 1.909
12 H -1.999 0.098 2.177
13 H 1.240 -1.729 1.057
14 H 1.938 -0.562 -1.091

Atoms 1-3, force components in eV/Å:
N -0.2 0.0 0.0
C 0.0 0.0 0.0
C 0.4 -0.3 0.0

Results
Frontier orbital gap   0.3062 Eh
Total charge   0
E_HOMO   -7.63 eV
Strongest force on any atom   0.5 eV Å⁻¹

3.
Computed, not measured: an isolated molecule of C3H3NO2 in a non-equilibrium geometry, with ωB97M-V with the def2-TZVPD basis set.

Geometry (Å):
1 O 1.942 -0.675 -0.008
2 C 0.707 -0.203 -0.145
3 C 0.006 0.584 0.720
4 N -1.315 0.567 0.299
5 C -1.321 -0.162 -0.753
6 O -0.095 -0.677 -1.099
7 H 1.862 -0.344 0.975
8 H 0.353 1.342 1.412
9 H -2.137 -0.432 -1.401

Atoms 1-3, force components in eV/Å:
O -0.2 1.2 2.9
C -1.1 0.4 0.0
C -0.3 0.4 -0.7

Results
Frontier orbital gap   0.3489 Eh
Total charge   0
E_HOMO   -8.88 eV
Strongest force on any atom   3.3 eV Å⁻¹

4.
Computed, not measured: a cluster of 2 separate species, C5H8NOS in total in a non-equilibrium geometry, with ωB97M-V with the def2-TZVPD basis set.

Geometry (Å):
1 C -2.178 0.002 -0.701
2 C -2.273 -0.513 0.603
3 C -1.177 0.910 -0.696
4 C -1.243 0.054 1.338
5 C 1.986 -0.202 -0.107
6 N 2.709 -0.915 -0.915
7 O -0.570 0.892 0.530
8 S 2.396 1.247 0.463
9 H -2.928 -0.012 -1.392
10 H -3.011 -1.325 1.026
11 H -0.931 1.737 -1.395
12 H 1.216 -0.813 0.462
13 H 2.354 -1.813 -1.230
14 H -0.896 -0.089 2.282
15 H 3.406 -0.464 -1.391
16 H 1.141 1.305 1.123

Atoms 1-3, force components in eV/Å:
C 0.8 1.2 1.3
C -0.3 -2.1 2.8
C 0.1 0.5 -0.5

Results
Frontier orbital gap   0.2898 Eh
Total charge   +1
E_HOMO   -12.57 eV
Strongest force on any atom   4.4 eV Å⁻¹

5.
Computed, not measured: a cluster of 2 separate species, C3H12NO2 in total in a non-equilibrium geometry, with ωB97M-V with the def2-TZVPD basis set.

Geometry (Å):
1 C -0.044 -0.616 0.158
2 C 0.032 0.163 1.492
3 C 1.310 0.895 1.765
4 O -1.078 1.101 1.543
5 N -0.560 0.433 -0.966
6 H 0.969 -0.826 -0.187
7 H -0.745 -1.439 0.211
8 H -0.063 -0.618 2.256
9 H 2.030 0.670 0.952
10 H 1.843 0.535 2.635
11 H 1.278 1.973 1.667
12 H -1.580 0.906 2.326
13 H 0.275 0.431 -1.590
14 H -0.790 1.214 -0.338
15 H -1.374 0.273 -1.604
16 H -0.411 -1.137 -3.991
17 H -0.541 -2.448 -3.235
18 O -0.552 -1.509 -3.095

Atoms 1-3, force components in eV/Å:
C -0.5 1.5 -0.2
C -0.7 -0.5 -0.2
C 1.9 -0.3 -1.7

Results
Frontier orbital gap (spin up / spin down)   0.1413 / 0.4304 Eh
Total charge   0
E_HOMO (spin up / spin down)   -3.01 / -11.17 eV
Spin multiplicity   2
Strongest force on any atom   2.6 eV Å⁻¹

6.
Computed, not measured: a cluster of 12 separate species, C26H66BO30 in total in a non-equilibrium geometry, with ωB97M-V with the def2-TZVPD basis set.

Geometry (Å):
1 O 0.121 2.998 1.240
2 C -0.042 1.793 1.093
3 O 0.783 0.913 0.565
4 B 0.100 -0.399 0.576
5 O -1.113 -0.222 1.426
6 C -1.228 1.067 1.719
7 O -2.088 1.609 2.400
8 O 0.849 -1.504 1.128
9 C 1.305 -2.293 0.178
10 O 2.146 -3.179 0.264
11 C 0.566 -1.741 -1.116
12 O -0.166 -0.750 -0.779
13 O 0.720 -2.235 -2.233
14 C 3.049 -0.110 -4.018
15 C 1.739 0.696 -3.806
16 O 1.766 1.977 -4.356
17 O 3.407 -0.938 -2.958
18 H 3.762 0.713 -3.896
19 H 3.107 -0.382 -5.072
20 H 1.695 0.787 -2.716
21 H 0.814 0.121 -3.901
22 H 1.199 1.885 -5.127
23 H 3.423 -0.420 -2.146
24 C -5.004 -2.598 1.114
25 C -4.054 -1.574 1.798
26 O -4.818 -0.428 2.152
27 O -5.592 -2.224 -0.144
28 H -5.856 -2.576 1.798
29 H -4.660 -3.617 0.932
30 H -3.353 -1.313 1.002
31 H -3.409 -1.791 2.649
32 H -4.941 -0.484 3.103
33 H -6.481 -2.579 -0.203
34 C 1.054 -6.215 1.612
35 C 2.569 -6.267 1.571
36 O 2.961 -7.611 1.332
37 O 0.528 -6.484 0.323
38 H 0.644 -5.237 1.869
39 H 0.721 -6.807 2.468
40 H 3.115 -5.991 2.475
41 H 2.961 -5.667 0.748
42 H 3.839 -7.708 1.707
43 H 0.549 -7.441 0.229
44 C 1.198 4.290 -1.625
45 C 2.302 4.874 -2.513
46 O 2.097 4.563 -3.877
47 O -0.009 4.974 -2.037
48 H 1.486 4.411 -0.579
49 H 1.061 3.213 -1.755
50 H 3.245 4.500 -2.103
51 H 2.252 5.955 -2.384
52 H 2.121 3.597 -3.935
53 H -0.662 4.269 -2.128
54 C 3.623 -3.925 -4.796
55 C 2.516 -4.892 -5.276
56 O 2.536 -5.102 -6.666
57 O 3.640 -3.973 -3.391
58 H 3.618 -2.919 -5.224
59 H 4.610 -4.246 -5.143
60 H 1.623 -4.453 -4.828
61 H 2.817 -5.847 -4.849
62 H 2.497 -4.319 -7.219
63 H 3.415 -3.068 -3.150
64 C -2.273 -0.140 6.939
65 C -1.998 -0.097 5.411
66 O -2.173 1.261 5.017
67 O -3.349 -0.951 7.397
68 H -2.640 0.837 7.250
69 H -1.419 -0.530 7.493
70 H -2.485 -0.900 4.855
71 H -0.915 -0.210 5.312
72 H -2.154 1.332 4.051
73 H -3.178 -1.851 7.104
74 C 2.643 1.692 4.385
75 C 2.801 1.923 5.877
76 O 1.719 1.416 6.626
77 O 1.780 2.676 3.943
78 H 2.361 0.672 4.109
79 H 3.593 1.720 3.843
80 H 3.041 2.979 6.013
81 H 3.713 1.390 6.158
82 H 1.019 1.594 5.986
83 H 1.822 2.996 3.038
84 C -3.785 4.174 1.674
85 C -2.518 5.006 1.981
86 O -2.166 5.695 0.761
87 O -4.812 5.062 1.280
88 H -4.171 3.648 2.550
89 H -3.619 3.394 0.930
90 H -1.703 4.355 2.306
91 H -2.595 5.599 2.893
92 H -1.449 5.217 0.333
93 H -4.583 5.247 0.364
94 C -2.403 -1.606 -4.187
95 C -2.973 -1.976 -2.825
96 O -4.322 -1.496 -2.677
97 O -3.171 -2.212 -5.234
98 H -1.383 -1.960 -4.335
99 H -2.466 -0.530 -4.357
100 H -2.276 -1.546 -2.100
101 H -3.032 -3.017 -2.506
102 H -4.550 -1.606 -1.748
103 H -3.832 -1.566 -5.492
104 C -3.490 1.466 -1.813
105 C -2.028 2.072 -1.689
106 O -2.100 3.353 -2.297
107 O -4.516 2.262 -1.118
108 H -3.661 0.404 -1.650
109 H -3.807 1.635 -2.844
110 H -1.288 1.331 -1.993
111 H -1.855 2.312 -0.639
112 H -1.863 3.275 -3.227
113 H -5.082 1.736 -0.548
114 C 4.968 1.822 1.042
115 C 4.818 0.624 0.080
116 O 3.564 0.643 -0.543
117 O 4.693 3.091 0.501
118 H 5.918 1.814 1.582
119 H 4.277 1.634 1.866
120 H 4.825 -0.336 0.597
121 H 5.566 0.737 -0.708
122 H 3.091 1.432 -0.261
123 H 5.199 3.330 -0.279

Atoms 1-3, force components in eV/Å:
O 0.2 -2.0 -0.7
C 0.5 2.5 1.2
O -0.2 0.4 0.2

Results
Frontier orbital gap   0.3315 Eh
Total charge   -1
E_HOMO   -7.17 eV
Strongest force on any atom   5.4 eV Å⁻¹

7.
Computed, not measured: a cluster of 5 separate species, C37H33N5O10 in total in a non-equilibrium geometry, with ωB97M-V with the def2-TZVPD basis set.

Geometry (Å):
1 C -7.026 1.924 0.539
2 C -7.559 0.487 0.040
3 C -6.388 -0.582 -0.280
4 N -5.988 -1.369 0.950
5 C -4.502 -1.510 0.934
6 C -3.809 -1.038 2.101
7 C -2.203 -1.214 2.106
8 O -1.534 -1.563 3.106
9 C -1.498 -0.953 0.677
10 C -0.130 -0.244 0.567
11 C 0.484 -0.076 -0.855
12 C -0.272 -0.616 -2.110
13 C -1.674 -1.303 -2.007
14 C -2.276 -1.460 -0.596
15 C -3.716 -2.137 -0.332
16 O -4.183 -3.051 -1.054
17 H -6.214 2.370 -0.141
18 H -7.924 2.644 0.457
19 H -6.689 1.910 1.634
20 H -8.143 0.632 -0.944
21 H -8.288 0.083 0.829
22 H -6.811 -1.328 -1.034
23 H -5.465 -0.026 -0.656
24 H -6.237 -0.767 1.762
25 H -4.398 -0.589 2.970
26 H 0.361 0.116 1.528
27 H 1.496 0.450 -0.933
28 H 0.194 -0.507 -3.150
29 H -2.192 -1.678 -2.955
30 C 5.877 -3.111 0.390
31 C 4.493 -2.980 0.451
32 C 3.906 -1.726 0.326
33 C 4.717 -0.608 0.135
34 C 6.105 -0.732 0.080
35 C 6.682 -1.990 0.209
36 N 4.103 0.710 -0.023
37 O 2.881 0.783 0.050
38 O 4.840 1.664 -0.222
39 H 6.331 -4.093 0.483
40 H 3.871 -3.857 0.594
41 H 2.826 -1.637 0.376
42 H 6.743 0.133 -0.063
43 H 7.761 -2.098 0.165
44 C -0.544 2.986 5.579
45 C -0.872 2.269 4.432
46 C -2.192 2.217 3.999
47 C -3.175 2.888 4.719
48 C -2.856 3.602 5.872
49 C -1.534 3.648 6.301
50 N -4.558 2.850 4.247
51 O -4.797 2.193 3.241
52 O -5.395 3.475 4.880
53 H 0.489 3.030 5.912
54 H -0.098 1.754 3.875
55 H -2.436 1.655 3.104
56 H -3.618 4.124 6.441
57 H -1.273 4.203 7.196
58 C 7.704 3.861 1.322
59 C 8.868 4.510 1.726
60 C 9.980 4.528 0.891
61 C 9.915 3.897 -0.349
62 C 8.756 3.239 -0.756
63 C 7.649 3.223 0.086
64 N 11.076 3.935 -1.242
65 O 12.082 4.505 -0.844
66 O 10.971 3.399 -2.336
67 H 6.836 3.853 1.974
68 H 8.906 5.004 2.691
69 H 10.881 5.037 1.217
70 H 8.699 2.741 -1.718
71 H 6.740 2.716 -0.221
72 C -5.437 -4.635 -4.463
73 C -4.278 -3.987 -4.045
74 C -3.157 -3.964 -4.869
75 C -3.210 -4.591 -6.113
76 C -4.365 -5.247 -6.534
77 C -5.480 -5.267 -5.702
78 N -2.041 -4.547 -6.994
79 O -1.039 -3.978 -6.584
80 O -2.134 -5.079 -8.091
81 H -6.311 -4.646 -3.819
82 H -4.249 -3.496 -3.076
83 H -2.260 -3.457 -4.532
84 H -4.413 -5.741 -7.498
85 H -6.385 -5.773 -6.021

Atoms 1-3, force components in eV/Å:
C -0.8 0.1 -0.2
C 0.5 0.3 -0.4
C -1.1 0.2 -0.1

Results
Frontier orbital gap   0.2803 Eh
Total charge   0
E_HOMO   -8.94 eV
Strongest force on any atom   4.5 eV Å⁻¹

8.
Computed, not measured: a cluster of 2 separate species, C12H17N in total in a non-equilibrium geometry, with ωB97M-V with the def2-TZVPD basis set.

Geometry (Å):
1 C 1.313 0.539 -3.086
2 C 0.134 -0.340 -3.434
3 C 2.734 0.089 -2.902
4 H 1.383 1.064 -4.055
5 H 1.047 1.310 -2.361
6 H -0.191 -0.903 -2.513
7 H 0.284 -1.044 -4.252
8 H 3.095 -0.441 -3.803
9 H 3.480 0.894 -2.957
10 H -0.762 0.217 -3.761
11 H 2.976 -0.510 -2.020
12 C -0.324 -2.518 2.785
13 C -0.451 0.747 1.002
14 C -1.040 -0.223 1.836
15 C -0.252 -1.414 1.769
16 C 0.694 -1.126 0.828
17 C -1.116 1.975 0.828
18 C -1.910 2.382 1.869
19 C -2.277 1.477 2.940
20 C -2.025 0.154 2.794
21 N 0.587 0.148 0.280
22 H -0.983 2.585 -0.032
23 H -2.287 3.393 1.948
24 H 1.296 0.436 -0.365
25 H -2.947 1.944 3.646
26 H 1.415 -1.785 0.386
27 H -2.591 -0.586 3.357
28 H 0.164 -3.452 2.535
29 H -1.335 -2.939 2.992
30 H -0.110 -2.073 3.747

Atoms 1-3, force components in eV/Å:
C -0.1 1.9 -2.2
C -1.1 -1.5 1.8
C 1.4 -1.0 -0.6

Results
Frontier orbital gap   0.3180 Eh
Total charge   0
E_HOMO   -7.74 eV
Strongest force on any atom   2.9 eV Å⁻¹

Calculated calculated total energy (hartree), listed in the same order as above: -355.5109 -320.7498 -321.3023 -723.1768 -326.5786 -3312.3395 -2455.3099 -522.1602